(1)
The following is a DFT calculation (ωB97M-V/def2-TZVPD) of a 7-piece molecular cluster, C24H54O18S6 overall.

Output
HOMO   -0.3345 Eh
ΔE to the lowest compared entry with this formula, charge and spin   87.7 kcal per mole
Spin multiplicity   1
Gap between HOMO and LUMO   9.2 eV
SMILES   CCOS(C)(=O)=O.CCOS(C)(=O)=O.CCOS(C)(=O)=O.CCOS(C)(=O)=O.CCOS(C)(=O)=O.CCOS(C)(=O)=O.c1ccccc1
M   823.08 g mol⁻¹
Total charge   0
Max |F|   4.84 eV Å⁻¹

Element x y z (Å)
O 2.075 -4.743 8.441
H -5.352 0.883 0.709
H 3.659 5.133 -4.496
C 0.957 -3.573 6.694
S 3.017 -6.239 8.622
H 0.716 2.816 2.572
O 3.090 7.075 -3.983
C -2.632 -3.545 -4.855
C -3.875 -5.694 -2.830
H -2.948 4.562 8.364
C -7.791 -2.186 -1.822
S -2.062 -5.538 -3.331
C 0.062 4.506 8.010
H -3.915 -6.605 -2.233
H -8.323 -1.336 -1.394
C -0.164 1.337 1.117
H -3.902 -1.983 -4.112
H 2.020 5.190 8.657
O -1.272 -5.655 -2.108
H 4.749 8.791 -4.831
H -8.086 -3.032 -1.201
S -6.267 -1.294 0.101
H -3.275 -1.497 -5.489
O -2.022 4.104 5.927
H -7.072 -3.102 -3.819
H 4.274 -4.293 -5.084
O 4.335 -5.963 8.089
H 3.059 -0.468 -6.491
O 5.069 6.178 -2.666
C -5.765 0.526 -0.234
H 0.618 1.626 -2.236
H 2.092 4.774 -6.346
H 5.132 -2.423 -3.810
H 6.026 7.459 -4.807
C 1.948 5.680 -5.758
H 0.113 5.210 7.180
H 1.778 4.155 0.902
S -1.878 3.013 6.925
H 1.578 3.645 9.276
C 0.588 2.419 1.575
O 2.899 -6.702 9.994
C 3.882 -0.229 -7.164
H -0.538 0.673 1.881
O -1.996 -3.901 -3.697
H 1.845 -6.686 6.576
C 3.625 -3.467 -4.793
H 6.115 8.956 -3.758
H 0.523 -3.005 7.517
H 3.135 -3.821 -3.886
O -5.157 -2.152 0.509
O -0.410 3.188 7.638
C 2.025 -7.239 7.497
S 5.588 -0.476 -6.423
H 0.859 -3.017 5.762
O 6.512 -0.347 -7.541
H 3.963 -1.382 -4.596
O -1.997 1.596 6.525
O 5.703 0.398 -5.181
H -4.065 -4.771 -2.283
H -2.001 -3.783 -5.711
H 3.788 -0.782 -8.099
O -7.504 -1.220 0.822
H 2.035 3.781 7.572
C 3.215 6.040 -4.906
H -4.462 -5.830 -3.738
H -3.934 3.051 8.276
C 2.313 -3.929 7.283
O 5.390 -2.107 -5.908
H -8.760 -3.237 -3.471
C -7.901 -2.577 -3.345
C -0.227 0.997 -0.272
O -6.533 -1.672 -1.418
C 1.275 3.232 0.655
C 4.566 -2.281 -4.731
H -2.132 -1.458 -4.209
C 5.479 8.224 -4.255
H 2.830 -3.389 -5.535
H -0.695 0.075 -0.584
H -3.573 -4.034 -5.103
H -0.512 4.926 8.836
C 1.231 2.923 -0.709
O 3.933 8.430 -2.058
C -2.930 3.473 8.321
H -8.104 -1.709 -3.973
H 0.396 -4.482 6.476
O -1.711 -6.340 -4.452
S 4.396 7.399 -3.023
C 0.490 1.822 -1.182
H 4.009 6.393 -5.565
H 1.094 -7.425 8.031
C 1.501 4.270 8.387
H -4.966 0.506 -0.975
H 1.721 6.525 -6.409
H -6.551 1.159 -0.647
H 3.944 0.806 -7.500
H 2.831 -4.393 6.443
H -2.337 3.100 9.156
C -2.940 -2.063 -4.620
H 2.888 -3.013 7.424
H 1.123 5.509 -5.066
H 1.828 3.652 -1.238
H 2.636 -8.099 7.221


(2)
The following is a DFT calculation (ωB97M-V/def2-TZVPD) of a 4-piece molecular cluster, C24H54O3 overall.

Output
HOMO   -0.3926 Eh
Spin multiplicity   1
Gap between HOMO and LUMO   11.4 eV
SMILES   CCCCOC(=O)OC.CCCCCC.CCCCCC.CCCCCC
M   390.69 g mol⁻¹
Total charge   0
Max |F|   0.53 eV Å⁻¹

Element x y z (Å)
H 2.467 1.183 2.872
C -2.831 -2.787 6.232
H -3.774 4.858 -3.007
H 3.643 0.344 -1.255
C 0.579 -2.835 4.001
H -5.555 -3.448 1.546
H 2.745 1.216 -3.427
H 3.326 -1.181 -3.329
C 3.793 0.917 -3.342
H -0.448 -3.133 3.778
H 5.082 0.495 -6.319
H 1.222 -3.239 3.218
H -0.615 -0.436 -2.804
H 5.731 -1.154 -2.902
H -6.471 -2.090 2.199
C 3.945 -0.492 -3.914
H 2.456 1.449 1.127
C 0.067 0.370 -2.537
H 0.106 1.100 -3.344
H -3.629 2.526 -1.615
C -1.784 5.421 -4.482
H -4.708 -2.036 2.165
C -5.597 -2.314 4.855
H 0.621 -0.335 0.750
H -4.479 -0.674 4.008
H 3.947 0.973 1.945
H -2.869 -2.572 4.091
C -3.442 3.863 -3.314
H 5.276 0.802 -1.747
H 1.716 -1.039 4.347
H -2.588 3.916 -1.303
H 5.368 -2.030 -4.368
H 3.537 -0.510 -4.929
H 4.050 2.040 -1.505
H -0.849 5.399 -5.044
H -0.823 -0.834 2.655
H -5.647 -2.853 5.805
C 6.041 -0.005 -6.173
C -4.437 -1.317 4.892
H 0.869 -3.312 4.939
H 6.447 0.827 -4.229
C 4.218 1.030 -1.882
C 5.378 -1.027 -3.929
C -5.567 -2.689 2.329
O -0.350 0.978 -1.302
H 7.369 -0.610 -4.597
O -0.464 3.107 -0.659
H 5.989 -0.979 -6.665
C -3.050 -1.953 4.975
C -2.880 3.185 -2.055
C 1.030 -0.919 1.580
C 2.530 -0.645 1.681
H -4.633 -3.942 3.810
H -6.378 -4.014 3.812
H 0.879 -1.970 1.314
H 6.799 0.587 -6.687
H -4.321 3.316 -3.655
C 6.377 -0.161 -4.694
H -6.534 -1.753 4.779
H -1.686 3.265 -4.456
C 0.687 -1.318 4.103
O -1.738 2.362 -2.364
H -3.517 -3.635 6.281
C -5.533 -3.328 3.713
H 0.076 -0.973 4.941
H -2.994 3.908 -5.410
H -2.433 6.162 -4.951
H 2.974 -1.261 2.469
C 0.229 -0.590 2.840
H 3.002 -0.967 0.748
H -4.575 -0.654 5.752
H -1.815 -3.187 6.262
C -0.824 2.230 -1.380
C -2.449 4.041 -4.473
H 1.066 -0.024 -2.364
C 2.866 0.823 1.923
H 4.356 1.632 -3.948
H -2.979 -2.183 7.130
H -2.302 -1.156 4.942
H -1.550 5.752 -3.468
H 0.259 0.488 3.020


(3)
The following is a DFT calculation (ωB97M-V/def2-TZVPD) of C24H55AlCl2FN6O17S2 as an isolated structure.

Output
HOMO   -0.1708 Eh
ΔE to the lowest compared entry with this formula, charge and spin   0.0 kcal per mole
Spin multiplicity   1
Gap between HOMO and LUMO   1.8 eV
M   880.75 g mol⁻¹
Total charge   -1
Max |F|   2.07 eV Å⁻¹

Element x y z (Å)
N 7.110 -3.829 1.237
H -0.349 3.619 -2.391
C -1.248 -2.490 1.575
H 6.454 0.588 -2.998
C 6.112 -4.736 1.092
H 0.744 0.413 -1.755
O 3.747 -7.190 2.861
C -3.041 -0.485 -3.548
H 1.696 2.995 -1.566
H -2.916 -1.054 -4.453
N 0.161 3.461 0.044
H -0.988 1.426 -2.978
H -3.942 -0.793 -3.036
H -1.358 -0.327 0.260
O 1.367 -2.526 2.517
C -1.218 3.482 -0.417
O 1.207 -2.414 -2.069
H -4.955 4.395 1.709
H -1.600 4.488 -0.186
O 2.300 -0.978 0.935
H 5.473 1.178 -1.639
C 0.806 2.215 -0.104
C 6.070 0.347 -2.007
C -3.080 1.738 -2.819
H 2.448 0.287 -1.673
H -3.373 -2.157 1.612
O -0.960 -1.193 2.088
H 7.578 -3.801 2.121
S 0.471 4.320 1.515
H -2.063 3.831 2.617
O -3.097 0.875 -3.926
H 8.459 -0.395 -5.342
H -2.693 -2.270 0.006
C 7.743 0.455 -5.233
H -2.196 -0.713 -2.902
H 0.659 3.329 2.400
H -2.054 3.962 -2.373
H 1.157 -0.636 -3.505
H 2.865 1.303 -3.633
C -7.620 0.392 1.109
O 6.394 -1.902 -1.712
N 1.778 2.147 -1.022
C 1.654 0.964 -1.934
F -7.125 -1.405 2.566
C -6.636 -0.238 2.063
H 1.091 0.326 0.436
C 7.376 -1.231 -1.084
H 0.945 -3.137 -1.486
H -8.278 1.115 1.582
H 4.402 -6.490 2.671
C 1.813 1.275 -3.414
H 3.537 -7.075 3.791
H 4.852 -1.203 -2.943
O 3.740 -2.289 2.405
H 4.740 -5.398 -0.247
H 8.202 1.051 -4.396
N 0.526 1.177 0.611
O 5.792 -5.501 1.999
O -6.715 1.046 0.208
O -5.517 -0.518 1.244
H -3.206 4.914 3.442
O 2.389 -0.497 3.285
C -1.282 3.313 -1.949
H -6.314 0.410 2.880
C -5.231 -2.064 5.149
H -0.002 0.789 2.563
H -3.570 1.915 2.910
H 0.378 0.334 -4.534
H 5.738 -4.128 -0.872
H -3.496 2.696 -3.102
Al -3.447 5.004 -0.183
C -1.423 -0.130 1.329
Cl -4.862 -0.349 4.949
O 7.172 0.090 -1.114
O -5.000 3.030 3.988
C -5.520 0.423 0.288
O 8.297 -1.762 -0.540
C -0.503 1.056 1.640
H -8.219 -0.355 0.586
Cl -3.774 -3.039 5.408
H -2.446 0.129 1.588
H -5.877 -2.179 6.009
O 6.466 0.101 -5.035
N 5.489 -4.745 -0.120
N 1.295 0.127 -4.163
S 2.463 -1.576 2.288
C 5.331 -0.976 -1.995
H -1.132 -3.173 2.398
H -0.482 -2.763 0.859
H 7.382 -3.187 0.516
H 7.936 1.089 -6.128
O -4.569 0.730 -0.348
H -3.792 3.315 0.876
C -4.028 2.931 3.059
C -1.658 1.868 -2.260
C -2.856 3.881 3.385
H -3.620 1.339 -1.994
C -2.638 -2.667 1.009
H -1.053 1.966 1.802
H -1.562 1.321 -1.335
H 4.594 -1.051 -1.193
H -2.875 -3.718 0.955
H -1.867 2.727 0.026
H 1.315 2.187 -3.723
H -5.402 2.722 1.348
C -4.585 3.367 1.663
H -5.725 -2.421 4.255
H -2.405 3.612 4.339